The following is a quantum chemistry calculation of a molecular structure, C25H31FN5O2PtS2, from the Open Molecules 2025 dataset.

Atoms and positions in Å:
Pt1 0.108 0.002 -0.572
S1 -0.721 -1.798 3.253
S2 3.217 0.057 -3.793
F1 3.375 0.573 4.531
O1 -0.829 -1.913 1.765
O2 -0.219 -1.838 -1.152
N1 0.111 2.015 -0.564
N2 1.848 -0.075 -1.676
N3 0.630 -0.755 -3.566
N4 3.071 0.378 -1.273
N5 -1.857 0.335 -0.159
C1 -3.251 -3.510 -2.506
C2 -3.452 -0.748 -2.468
C3 1.008 3.008 -0.504
C4 -3.546 -2.823 -3.677
C5 2.633 0.462 3.418
C6 0.345 4.221 -0.289
C7 2.205 -0.612 1.333
C8 3.893 0.509 -2.248
C9 1.139 0.247 1.152
C10 -1.133 2.548 -0.313
C11 0.629 -2.919 -0.845
C12 0.534 -2.976 3.770
C13 -1.013 3.933 -0.164
C14 -2.162 1.603 -0.160
C15 2.966 -0.506 2.489
C16 1.558 1.311 3.243
C17 6.159 -0.109 -1.387
C18 5.313 0.954 -2.088
C19 -3.047 -2.815 -1.325
C20 -3.143 -1.430 -1.297
C21 1.748 -0.306 -2.973
C22 -2.123 -2.704 3.920
C23 -3.649 -1.439 -3.656
C24 0.798 1.206 2.084
C25 -2.906 -0.676 -0.008
H1 -3.536 0.334 -2.461
H2 -0.051 1.861 1.944
H3 -3.021 -2.136 3.687
H4 -2.784 -3.346 -0.418
H5 0.809 5.191 -0.229
H6 2.440 -1.378 0.608
H7 0.218 -3.816 -1.315
H8 6.178 -1.037 -1.960
H9 5.757 -0.324 -0.398
H10 0.663 -0.984 -4.544
H11 0.523 -3.051 4.857
H12 2.060 2.817 -0.642
H13 0.666 -3.076 0.235
H14 1.325 2.049 3.998
H15 7.184 0.241 -1.274
H16 1.496 -2.595 3.438
H17 -2.609 -1.361 0.779
H18 5.729 1.191 -3.068
H19 -3.174 -4.590 -2.517
H20 -1.816 4.630 0.011
H21 -3.896 -0.899 -4.560
H22 1.651 -2.773 -1.224
H23 -2.162 -3.685 3.448
H24 0.322 -3.941 3.310
H25 -3.195 1.905 -0.014
H26 3.806 -1.162 2.672
H27 -3.707 -3.365 -4.599
H28 -2.020 -2.794 5.001
H29 -3.818 -0.155 0.297
H30 0.004 -1.301 -2.966
H31 5.308 1.879 -1.510

Results
Energy above the lowest of the compared OMol25 structures with the same formula, charge and spin = 55.9 kcal/mol
DFT total energy = -65600.8202 eV
LUMO energy = -3.659 eV
Charge = +1